125
Properties=species:S:1:pos:R:3:forces:R:3 method="wB97M-V/def2-TZVPD" orbital_gap_ev=3.92 total_charge=-1 e_tot_ev=-68313.1549
Rb -5.371 1.264 0.964 0.465 -0.179 0.982
O -6.695 2.240 5.861 0.230 -0.067 -0.300
C -6.021 1.323 5.027 0.345 -0.045 -1.269
O -5.736 1.807 3.867 -0.414 -0.113 0.559
O -5.803 0.205 5.467 -0.205 0.212 0.254
H -6.712 3.013 5.282 -0.098 0.073 0.163
C -1.088 -0.971 -0.531 0.192 -0.013 -0.727
C -0.734 -0.731 0.945 1.010 0.128 0.128
C 0.697 -0.184 1.048 0.354 0.052 -0.284
C 0.896 1.308 0.822 -0.640 -1.194 -0.600
C -0.095 2.041 1.697 0.173 -0.115 0.378
C -1.534 1.565 1.445 -0.196 0.230 -0.732
N -1.613 0.138 1.655 0.252 -0.057 1.319
O -2.889 -0.373 1.696 -1.159 0.322 -0.809
C -1.919 1.975 0.010 -0.255 0.786 0.270
C -2.359 2.283 2.514 0.182 -0.607 0.696
C -0.683 -2.084 1.645 0.168 -1.365 -0.304
H -2.172 -0.969 -0.659 -0.005 -0.031 0.163
H -0.693 -1.930 -0.894 -0.093 -0.015 0.155
H -0.640 -0.215 -1.191 -0.123 0.026 0.095
H 1.295 -0.794 0.355 0.209 0.174 0.111
H 1.084 -0.341 2.059 -0.189 -0.397 0.059
H 0.765 1.621 -0.222 0.060 -0.174 0.120
H 1.938 1.563 1.049 -1.531 -2.638 -0.757
H -0.005 3.129 1.603 -0.140 -0.035 -0.155
H 0.068 1.803 2.755 0.266 -0.023 -0.083
H -2.037 3.068 -0.035 0.044 -0.113 -0.182
H -2.848 1.539 -0.347 -0.123 -0.223 0.150
H -1.151 1.695 -0.701 -0.082 0.028 0.149
H -3.404 2.009 2.655 -0.067 0.207 -0.564
H -2.181 3.358 2.456 -0.290 0.081 -0.030
H -1.969 1.928 3.475 0.176 0.186 -0.019
H 0.282 -2.595 1.459 0.057 0.428 -0.036
H -1.383 -2.801 1.209 -0.457 0.233 0.280
H -0.810 -2.056 2.725 -0.223 0.358 -0.032
C -3.993 0.209 -2.917 0.242 -0.042 -1.611
C -4.082 1.651 -3.398 -0.196 -1.044 0.580
O -3.311 2.458 -2.964 0.448 0.914 -0.101
C -5.217 2.019 -4.314 -0.976 1.046 0.764
H -2.954 -0.050 -2.725 -0.049 0.138 0.468
H -4.302 -0.413 -3.770 -0.250 -0.173 0.391
H -4.630 0.014 -2.060 -0.015 -0.022 0.095
H -6.136 1.548 -3.950 0.165 -0.437 -0.337
H -5.091 1.859 -5.379 0.229 -0.340 -0.006
H -5.431 3.082 -4.149 0.345 -0.018 -0.277
C 2.708 3.485 1.314 0.915 0.786 -0.085
C 3.011 4.021 2.684 -0.295 0.251 0.044
O 3.580 5.083 2.826 0.164 0.265 0.055
C 2.724 3.174 3.894 -0.243 -0.302 0.499
H 2.279 2.483 1.348 0.743 3.098 0.650
H 3.685 3.328 0.836 -1.352 0.835 -0.387
H 2.183 4.194 0.684 -0.465 0.010 0.126
H 1.878 2.492 3.823 0.015 0.040 -0.297
H 2.602 3.774 4.796 -0.066 0.294 -0.156
H 3.637 2.599 4.098 -1.457 0.122 -0.348
C 3.018 -7.031 1.591 -0.277 0.064 -0.235
C 2.317 -6.115 2.574 -0.066 -0.310 0.689
O 2.822 -5.859 3.646 0.069 0.059 -0.311
C 0.936 -5.626 2.222 0.187 0.479 -0.145
H 2.470 -7.061 0.648 0.145 -0.109 -0.023
H 3.054 -8.035 2.017 -0.078 0.003 0.022
H 4.049 -6.729 1.415 -0.008 0.160 0.073
H 0.969 -5.137 1.243 -0.187 -0.212 -0.031
H 0.588 -4.890 2.942 0.079 -0.055 0.126
H 0.222 -6.450 2.199 0.079 -0.081 -0.190
C 5.545 2.069 4.092 -0.096 0.588 0.572
C 5.931 1.668 2.700 1.021 0.172 -0.400
O 6.987 1.101 2.507 -0.106 -0.254 -0.042
C 5.064 2.117 1.535 0.967 -0.773 2.449
H 6.406 2.121 4.751 0.186 -0.348 -0.105
H 4.795 1.397 4.518 0.414 -0.380 -0.052
H 5.063 3.055 4.116 0.923 -0.107 -0.186
H 5.574 1.840 0.624 -0.284 0.161 -0.344
H 4.900 3.180 1.727 0.894 -0.353 -0.399
H 4.099 1.642 1.716 0.223 -0.107 -0.532
C 1.842 1.618 -2.948 -0.862 -0.841 0.668
C 1.114 2.840 -2.440 0.235 0.898 -0.447
O 1.678 3.694 -1.796 0.024 0.093 0.255
C -0.315 2.953 -2.903 0.444 -1.049 -0.587
H 1.086 0.850 -3.130 0.135 -0.047 -0.194
H 2.485 1.210 -2.169 0.315 0.271 -0.107
H 2.371 1.769 -3.883 0.116 0.239 0.017
H -0.250 2.713 -3.974 -0.321 0.203 0.019
H -0.857 3.874 -2.744 0.234 0.233 0.272
H -0.858 2.112 -2.468 -0.161 0.198 -0.117
C 3.997 -1.104 2.145 -0.857 -0.055 0.783
C 4.504 -1.771 3.405 1.081 -0.083 -0.380
O 4.635 -1.173 4.451 -0.345 -0.091 -0.249
C 4.970 -3.201 3.241 0.323 0.229 0.354
H 4.812 -0.806 1.488 0.100 -0.023 0.049
H 3.413 -0.250 2.487 0.101 0.174 -0.311
H 3.311 -1.770 1.619 0.136 -0.014 -0.147
H 5.518 -3.495 4.135 -0.324 -0.177 0.117
H 5.682 -3.298 2.416 -0.278 0.162 -0.210
H 4.108 -3.840 3.059 0.080 -0.182 0.069
C -3.420 5.592 0.717 -0.335 -0.574 0.441
C -4.287 5.035 -0.386 0.224 -0.293 -0.016
O -5.067 4.134 -0.161 -0.216 -0.128 -0.113
C -4.074 5.559 -1.790 0.374 -0.372 0.684
H -3.387 6.678 0.712 0.292 0.016 -0.103
H -2.432 5.124 0.656 0.138 0.434 -0.330
H -3.796 5.229 1.675 -0.206 0.161 -0.071
H -3.288 4.937 -2.230 0.062 0.025 0.032
H -3.700 6.577 -1.713 -0.270 0.134 -0.467
H -4.963 5.391 -2.387 -0.109 0.373 -0.046
C 1.772 -2.781 -3.921 0.707 -0.775 0.144
C 1.149 -1.678 -4.730 -0.203 -0.589 0.187
O 1.792 -0.710 -5.032 0.186 0.542 -0.245
C -0.270 -1.868 -5.193 -0.244 -0.178 -0.355
H 2.833 -2.834 -4.176 -0.088 0.085 -0.018
H 1.340 -3.764 -4.114 -0.140 0.114 -0.124
H 1.744 -2.658 -2.835 -0.326 0.432 -0.093
H -0.889 -2.348 -4.433 -0.051 0.339 0.163
H -0.317 -2.563 -6.041 0.349 0.022 0.059
H -0.663 -0.922 -5.560 -0.153 0.018 0.269
C -2.917 -7.319 -4.684 0.165 0.383 -0.338
C -2.076 -6.313 -3.944 0.283 0.250 -0.319
O -2.212 -6.097 -2.770 -0.144 -0.060 0.388
C -1.024 -5.573 -4.743 0.388 -0.344 -0.212
H -3.574 -7.811 -3.976 -0.059 -0.205 -0.146
H -2.277 -8.000 -5.250 -0.022 -0.223 0.267
H -3.479 -6.793 -5.462 -0.195 0.000 0.188
H -0.513 -4.845 -4.122 -0.214 0.141 0.095
H -1.420 -5.111 -5.649 -0.108 0.019 0.093
H -0.259 -6.287 -5.074 -0.143 -0.024 -0.023

10
Properties=species:S:1:pos:R:3:forces:R:3 method="wB97M-V/def2-TZVPD" orbital_gap_ev=7.36 e_tot_ev=-20585.8432
C -0.690 1.161 -0.380 -1.154 -1.489 -1.200
C -1.208 -0.014 -0.035 1.812 3.208 -0.153
N -2.166 -0.843 0.216 -0.972 -1.320 0.262
O 3.456 1.219 -0.407 -0.975 -2.431 1.576
O 3.241 -1.269 -0.426 -0.352 1.558 1.091
O 0.129 0.041 0.255 0.504 -2.048 0.219
S 3.025 -0.015 0.291 1.259 0.836 -2.681
H -0.666 2.053 0.124 -0.222 2.101 0.939
H -2.010 -1.805 -0.019 -0.115 -0.420 0.347
H -3.111 -0.529 0.382 0.216 0.004 -0.400

14
Properties=species:S:1:pos:R:3:forces:R:3 method="wB97M-V/def2-TZVPD" smiles="COC(=NS)OC" orbital_gap_ev=8.80 e_tot_ev=-19641.2310
C -0.154 -0.903 -2.093 1.390 -1.210 -1.922
O -0.296 -0.674 -0.711 -1.449 -2.160 0.803
C 0.102 0.450 -0.170 1.395 3.261 -1.658
N 0.612 1.469 -0.873 -0.895 -1.185 3.126
S 1.025 2.901 0.210 -0.276 -1.249 -1.406
O -0.083 0.520 1.136 0.295 -0.719 1.788
C -0.454 -0.661 1.963 -1.688 0.721 -0.142
H 0.828 -0.503 -2.212 0.733 0.505 -1.351
H -0.887 -0.313 -2.675 0.331 -0.565 0.318
H -0.005 -2.057 -2.531 -1.125 2.822 2.085
H 1.038 2.335 1.430 0.007 -0.012 -0.210
H 0.015 -1.566 1.360 -1.945 1.444 1.651
H -0.024 -0.618 3.059 -0.449 0.385 -2.512
H -1.718 -0.380 2.107 3.678 -2.039 -0.570